No. 1
A structure of composition C33H33F2GeN3NiO2SSi. Source: the OMol25 dataset; level of theory: wB97M-V/def2-TZVPD.

XYZ file:
```
77
Properties=species:S:1:pos:R:3:forces:R:3:mulliken_spin:R:1
Ni -0.151500 0.032500 0.083600 0.57 -0.95 -0.28 0.83
C 0.668400 1.880300 6.386000 0.15 0.32 -0.62 0.00
Si 0.819800 2.734400 4.673500 -0.07 0.40 0.51 -0.02
C -0.910800 3.412900 4.270300 0.55 -0.25 -0.02 0.01
C 2.023000 4.216300 4.828800 -0.44 -0.58 -0.04 0.00
C 1.581900 1.438400 3.519600 -0.15 0.08 0.19 -0.02
C 2.680300 0.706800 3.933800 -0.12 0.12 0.00 0.00
C 3.148800 -0.375300 3.193700 0.06 -0.07 -0.07 0.00
C 2.448000 -0.734300 2.057800 0.46 -0.33 0.21 0.00
N 1.429600 -0.023200 1.605200 -0.58 -0.31 -0.46 -0.01
C 1.026400 1.073100 2.275500 -0.29 0.54 -0.06 0.05
S -0.170200 1.965500 1.450700 -0.16 -0.13 -0.23 0.13
H 0.291100 2.567000 7.137700 -0.09 0.21 0.10 0.00
H 1.619900 1.499800 6.741700 0.26 -0.08 0.05 0.00
H -0.016100 1.039300 6.335000 -0.15 -0.16 -0.10 0.00
H -1.279900 4.032300 5.085500 0.10 0.07 0.27 0.00
H -1.621600 2.608600 4.112600 -0.08 -0.19 -0.05 0.00
H -0.906300 4.010300 3.365600 0.05 0.07 -0.14 0.00
H 1.667700 4.924500 5.571200 -0.12 0.13 0.17 0.00
H 2.113800 4.742100 3.883900 -0.02 0.06 -0.24 0.00
H 3.017800 3.899100 5.124500 0.21 -0.13 0.06 0.00
H 3.179800 0.978600 4.854000 0.09 -0.04 0.16 0.00
H 4.020100 -0.929600 3.509000 -0.01 -0.11 -0.03 0.00
H 2.727200 -1.603700 1.477000 0.01 -0.07 -0.06 0.00
O -1.606400 0.889700 -1.004200 0.00 -0.69 -0.33 0.05
N -2.078500 0.308000 -2.024100 -0.30 0.29 -0.07 0.00
N -1.587600 -0.839700 -2.309500 0.20 0.95 0.93 0.01
O -0.665300 -1.419000 -1.600800 0.64 -0.30 0.71 0.06
C -2.105200 -1.491800 -3.436200 -0.45 -0.43 -0.77 0.00
C -1.971300 -2.871100 -3.545500 0.12 0.27 0.31 0.00
C -2.529500 -3.523600 -4.627200 -0.08 0.03 -0.12 0.00
C -3.189800 -2.802300 -5.608100 -0.05 -0.09 -0.12 0.00
C -3.306300 -1.424300 -5.501800 -0.08 -0.16 0.00 0.00
C -2.773100 -0.762500 -4.415600 0.05 0.03 0.10 0.00
H -1.448100 -3.398400 -2.763800 0.04 -0.05 0.05 0.00
H -2.474600 -4.600600 -4.696400 0.10 -0.06 -0.02 0.00
H -3.620400 -3.314400 -6.455600 -0.05 -0.06 -0.09 0.00
H -3.834400 -0.873500 -6.267000 0.02 0.10 -0.05 0.00
H -2.861200 0.306200 -4.311500 0.02 0.05 -0.01 0.00
F -2.207400 -1.891700 0.696900 0.06 0.03 -0.16 -0.02
C -0.968100 -1.500000 1.156800 -0.98 0.25 0.78 -0.28
F -1.193900 -1.200700 2.491100 0.23 -0.05 0.01 -0.02
H -0.341700 -2.417200 1.156500 0.07 0.44 -0.25 -0.02
C 0.124200 0.112900 -6.001200 0.02 0.03 -0.16 0.01
C -0.075000 1.229400 -5.206900 -0.06 0.10 -0.17 0.00
C 0.420400 1.252500 -3.916200 0.04 0.13 0.21 0.00
C 1.126700 0.173800 -3.395300 0.03 0.02 0.77 0.04
C 1.298100 -0.945200 -4.199700 0.16 -0.05 0.14 0.00
C 0.811400 -0.976100 -5.493300 0.00 -0.09 -0.24 0.00
Ge 1.673100 0.183600 -1.458200 0.83 0.86 -0.91 0.10
C 2.816100 -1.455100 -1.289400 -0.57 0.50 0.14 0.04
C 4.186400 -1.409800 -1.074000 0.06 0.22 -0.04 0.00
C 4.916800 -2.573600 -0.899400 0.20 -0.04 0.02 0.00
C 4.286000 -3.805000 -0.949800 0.09 -0.14 0.01 0.01
C 2.919500 -3.865200 -1.169200 0.02 -0.22 0.04 -0.01
C 2.194600 -2.698300 -1.322500 -0.18 -0.01 0.06 0.02
C 2.981500 1.711200 -1.323300 -0.59 -0.57 -0.01 0.01
C 3.167600 2.629600 -2.347200 -0.05 -0.14 -0.17 0.01
C 3.946500 3.757400 -2.163500 0.08 0.23 -0.09 -0.01
C 4.552100 3.991500 -0.941300 0.10 0.11 0.02 0.01
C 4.390100 3.076900 0.085700 0.14 0.12 0.15 -0.01
C 3.611200 1.953200 -0.109200 -0.02 -0.14 0.14 0.01
H -0.255100 0.093300 -7.013100 -0.07 -0.03 -0.08 0.00
H -0.623600 2.078500 -5.594100 -0.03 0.05 -0.01 0.00
H 0.251800 2.118800 -3.288600 -0.09 0.10 0.01 0.00
H 1.818500 -1.803500 -3.798700 0.06 -0.12 -0.05 0.00
H 0.966200 -1.851900 -6.110700 -0.02 -0.06 -0.01 0.00
H 4.684100 -0.449800 -1.040500 0.09 0.06 0.02 0.00
H 5.983800 -2.520200 -0.722000 0.04 0.01 0.00 0.00
H 4.857100 -4.714400 -0.815200 0.03 -0.04 0.00 0.00
H 2.419900 -4.824600 -1.210300 -0.03 -0.05 0.02 0.00
H 1.123900 -2.731000 -1.456500 -0.15 -0.14 -0.08 0.00
H 2.697600 2.454100 -3.304100 -0.03 0.05 -0.13 0.00
H 4.069800 4.466900 -2.972000 0.02 0.03 -0.05 0.00
H 5.143000 4.884100 -0.787300 0.06 0.06 0.00 0.00
H 4.855200 3.250000 1.047300 0.05 0.01 0.06 0.00
H 3.482700 1.247400 0.698900 0.02 0.02 0.16 0.00
```
Forces are in eV/Å.

As for the multiplicity: 2. The total charge is -1. The energy relative to the best compared isomer or geometry (same formula, charge and spin) comes out at 203.7 kJ/mol. The value obtained for the gap between HOMO and LUMO (spin up / spin down) is 6.117 / 6.843 eV.



No. 2
A structure of composition C33H33IrN9O2P. Source: the OMol25 dataset; level of theory: wB97M-V/def2-TZVPD.

XYZ file:
```
79
Properties=species:S:1:pos:R:3:forces:R:3:mulliken_spin:R:1
Ir -0.393988 0.562877 -0.061733 0.20 -0.50 0.50 2.20
N 3.242750 2.463813 1.677924 0.15 -0.07 0.10 0.08
C 2.056048 2.277653 1.135185 -0.09 -0.01 -0.02 -0.04
N 1.475324 1.100788 1.049418 -0.23 -0.04 -0.25 0.21
C 2.131694 -0.006963 1.570792 0.07 -0.09 0.07 0.12
N 1.534442 -1.202703 1.537324 0.08 0.17 0.06 0.14
N 0.295776 -1.100252 1.200579 -0.12 -0.04 -0.22 0.65
C -0.356517 -2.137933 0.423413 -0.04 0.15 -0.15 -0.31
C -1.846343 -1.920623 0.609688 -0.02 0.12 0.00 0.11
C -2.794885 -2.909977 0.660980 -0.15 -0.12 0.10 0.03
C -4.139145 -2.547162 0.691930 -0.03 0.02 0.01 0.00
C -4.484506 -1.206295 0.673036 -0.02 -0.05 0.02 0.01
C -3.473067 -0.264326 0.617031 0.09 0.02 0.13 0.00
N -2.183265 -0.612243 0.584285 -0.04 0.14 -0.38 0.16
C 3.451220 0.124213 2.109642 -0.01 -0.03 0.00 0.06
C 4.193532 -0.965664 2.592494 -0.05 -0.07 0.00 0.03
C 5.450609 -0.759110 3.102330 0.06 0.03 0.03 0.00
C 5.994396 0.533576 3.151852 0.04 -0.06 0.03 0.05
C 5.282474 1.619025 2.689439 0.01 0.12 0.02 -0.03
C 4.013674 1.404154 2.168745 0.03 0.10 -0.02 0.07
H 3.611355 3.402866 1.748494 0.01 0.03 -0.03 0.00
H 1.547050 3.152506 0.746505 -0.01 -0.04 -0.01 -0.02
H 1.269753 -3.449527 0.752881 0.10 -0.04 0.03 0.02
H -2.509058 -3.953415 0.670990 -0.05 0.18 -0.04 -0.01
H -4.905804 -3.310778 0.725707 0.01 0.02 0.01 0.00
H -5.517869 -0.888076 0.695262 0.03 -0.02 0.01 0.00
H -3.695086 0.796571 0.611893 0.04 -0.04 -0.05 0.01
H 3.761613 -1.956290 2.559161 0.01 0.04 0.00 0.00
H 6.026209 -1.596142 3.473671 0.00 0.03 0.00 0.00
H 6.985662 0.682520 3.560453 -0.03 -0.01 -0.01 0.00
H 5.701104 2.617942 2.732586 -0.01 -0.04 0.00 0.00
O -3.710557 1.497856 -3.001366 -0.01 -0.03 0.02 0.00
C -2.912926 2.264676 -2.661608 -0.06 0.03 -0.09 0.01
O -1.877245 1.960517 -1.636221 0.15 0.20 -0.15 0.13
C -2.516494 3.710957 -2.958844 0.00 0.00 0.08 0.00
P -1.246431 3.465128 -1.689976 -0.28 -0.31 0.06 0.03
C -1.491684 4.199804 -0.107036 0.02 0.12 0.01 -0.03
C -1.517730 3.351836 1.008716 0.01 0.02 -0.03 0.05
C -1.682436 3.888850 2.272191 0.00 0.06 0.00 0.02
C -1.824662 5.267963 2.419354 0.00 -0.03 0.01 0.00
C -1.793564 6.108933 1.313774 0.01 0.04 0.03 0.00
C -1.625724 5.581002 0.042364 -0.01 -0.01 -0.02 0.00
C 0.415190 3.365931 -2.244681 0.15 0.14 0.04 -0.01
C 0.996072 2.123013 -2.514947 0.08 0.03 -0.12 0.09
C 2.306180 2.074895 -2.967011 0.06 0.03 0.00 0.04
C 3.014336 3.255002 -3.165958 0.00 0.00 0.00 0.00
C 2.431622 4.491868 -2.897421 0.00 -0.01 0.02 0.01
C 1.130790 4.555457 -2.426214 0.07 -0.03 0.05 0.00
H -3.304981 4.437289 -2.767895 -0.06 -0.05 0.05 0.00
H -2.134781 3.837754 -3.971915 0.01 -0.03 -0.03 0.00
H -1.444739 2.259161 0.894961 -0.14 0.29 0.09 0.00
H -1.721732 3.239508 3.138110 0.00 0.03 -0.03 0.00
H -1.972933 5.687362 3.406692 0.01 -0.01 -0.03 0.00
H -1.909766 7.177942 1.440393 -0.01 -0.05 0.00 0.00
H -1.616383 6.242881 -0.817642 -0.02 -0.02 0.04 0.00
H 0.432717 1.199558 -2.434343 -0.09 -0.05 -0.05 -0.08
H 2.761863 1.118947 -3.193880 -0.02 0.04 0.00 0.00
H 4.026229 3.213128 -3.550268 -0.03 0.01 0.02 0.00
H 2.989797 5.404874 -3.060682 -0.02 -0.04 -0.02 0.00
H 0.681006 5.521331 -2.213763 0.04 -0.06 -0.02 0.00
C -1.620428 -6.557039 0.687121 -0.01 -0.05 0.03 0.00
C -1.100194 -6.457026 -0.745049 -0.03 0.11 0.08 0.03
C -2.156416 -5.968209 -1.729064 -0.02 -0.01 -0.06 0.00
C 0.203618 -5.657253 -0.849614 0.00 -0.09 0.01 -0.03
N 0.055734 -4.190262 -0.771711 -0.14 -0.06 -0.35 0.32
C 0.208556 -3.522833 0.511259 0.04 -0.06 0.16 0.03
N -0.105371 -1.546872 -0.926405 0.15 -0.12 -0.16 0.55
N 0.006646 -2.260250 -1.989642 -0.15 -0.22 0.30 0.11
N -0.001700 -3.587285 -1.927098 0.12 0.44 0.22 0.19
H -2.498328 -7.202279 0.725297 0.01 0.02 0.01 0.00
H -1.920114 -5.589826 1.106050 0.05 -0.20 -0.03 0.00
H -0.870050 -6.989070 1.352993 -0.02 0.03 0.00 0.00
H -0.795698 -7.461691 -1.048205 -0.04 -0.05 0.01 0.00
H -2.491284 -4.950752 -1.501705 0.01 -0.05 0.00 0.00
H -3.029951 -6.618877 -1.693693 0.01 0.01 0.00 0.00
H -1.780879 -5.969995 -2.753965 -0.02 0.02 0.04 0.00
H 0.680135 -5.856884 -1.805818 0.03 0.07 -0.02 0.00
H 0.881391 -5.951369 -0.045693 0.06 0.06 -0.03 0.01
H -0.271853 -4.116675 1.288105 0.01 -0.06 -0.04 0.00
```
Forces are in eV/Å.

As for the multiplicity: 6. The total charge is +3. The energy relative to the best compared isomer or geometry (same formula, charge and spin) comes out at 0.0 kJ/mol. The value obtained for the gap between HOMO and LUMO (spin up / spin down) is 7.260 / 7.339 eV.



No. 3
A structure of composition C33H33N6O6PS4Yb. Source: the OMol25 dataset; level of theory: wB97M-V/def2-TZVPD.

XYZ file:
```
84
Properties=species:S:1:pos:R:3:forces:R:3:mulliken_spin:R:1
Yb -0.075822 1.826085 0.033621 -0.67 -1.66 2.03 0.00
S 0.011196 4.036780 4.417922 0.00 0.86 0.47 0.00
C -0.349112 3.103022 3.125463 0.05 -1.44 -1.37 0.00
S 0.514475 1.597652 2.842359 0.47 -0.21 0.29 0.00
S -1.561639 3.373555 1.869832 0.18 1.34 0.36 0.00
O 3.349427 1.308718 -2.108426 -0.37 -0.06 0.36 0.12
C 3.479529 0.389040 -1.402926 0.52 -0.23 0.44 0.34
C 3.891993 -0.396515 -0.309666 -1.27 0.48 -1.76 -0.01
C 5.275151 -0.288148 -0.072397 0.90 -0.49 0.88 0.25
C 5.914760 -1.239744 0.705911 -0.95 -0.48 -0.69 -0.11
C 5.245331 -2.465391 0.923055 -0.03 0.14 0.53 0.26
C 3.855050 -2.540488 0.703222 0.30 -0.30 0.22 -0.14
C 3.110076 -1.497761 0.185113 1.01 -0.06 0.90 0.24
P 1.307726 -1.451204 0.366953 -0.24 0.50 -0.42 0.01
C 0.874739 -2.698471 -0.882438 0.34 -0.27 -0.46 -0.02
C 0.727294 -2.134636 -2.169176 -0.29 -0.67 0.70 0.02
C 0.417878 -2.955020 -3.232046 0.35 -0.64 -0.55 -0.01
C 0.269260 -4.354803 -3.069977 0.44 1.68 -0.14 0.00
C 0.438937 -4.877476 -1.799089 0.31 -0.54 -0.01 0.00
C 0.820037 -4.100795 -0.710057 -0.43 1.12 -0.21 0.00
C 0.954281 -2.276885 1.942124 0.31 0.03 0.53 0.00
C -0.178743 -3.085401 2.032414 0.52 -0.27 1.80 0.00
C -0.541932 -3.665558 3.265383 0.03 0.57 0.11 0.00
C 0.166557 -3.377430 4.437550 0.48 0.38 -0.84 0.00
C 1.308417 -2.551726 4.323686 -0.17 -0.53 -0.38 0.00
C 1.717309 -2.018146 3.106778 -1.17 -0.44 -0.30 0.00
H 5.868095 0.489552 -0.523366 -0.16 0.48 0.14 0.03
H 6.893629 -1.014653 1.094589 0.35 -0.35 -0.23 -0.01
H 5.765562 -3.335494 1.339814 -0.21 0.50 -0.02 0.02
H 3.319748 -3.440493 1.022255 0.24 0.26 -0.06 0.01
H 0.864245 -1.062478 -2.333370 -0.21 -0.26 0.18 0.01
H 0.386891 -2.480856 -4.212508 -0.20 -0.36 0.03 0.00
H 0.158597 -4.957398 -3.966822 -0.36 -0.13 0.37 0.00
H 0.329040 -5.938503 -1.645833 0.05 -0.25 -0.04 0.00
H 1.029670 -4.571520 0.260325 -0.24 0.32 -0.50 0.00
H -0.793356 -3.323344 1.206102 -0.43 0.01 -0.84 0.00
H -1.433966 -4.290138 3.286901 0.20 0.11 0.08 0.00
H -0.153613 -3.770916 5.404312 0.17 0.08 -0.34 0.00
H 1.968135 -2.370491 5.151519 -0.15 0.12 0.53 0.00
H 2.581744 -1.374448 3.079233 0.13 0.05 -0.11 0.00
C -0.061763 6.228307 -1.103226 -1.05 0.50 0.34 0.00
N 0.929909 5.646190 -0.182305 -0.74 -0.14 -0.30 0.00
C 1.508660 6.406023 0.824478 0.90 -2.48 0.05 0.00
C 2.294604 5.763931 1.746515 -1.01 0.23 -1.12 0.00
C 2.438098 4.334937 1.636539 -0.09 -0.50 -0.63 0.00
N 1.817432 3.582631 0.685504 -0.12 2.00 -0.73 0.00
C 1.047883 4.250390 -0.246931 0.53 -0.06 0.60 0.00
O 0.435524 3.592381 -1.163798 1.41 2.16 0.56 0.00
N 3.342522 3.701333 2.402231 -0.10 0.25 0.07 0.00
H 0.234357 7.237624 -1.424169 0.21 -0.40 0.08 0.00
H -1.069416 6.346077 -0.599589 1.12 -0.39 -0.40 0.00
H -0.181600 5.556762 -1.965734 0.13 0.44 0.44 0.00
H 1.418263 7.471573 0.774133 -0.32 0.28 -0.06 0.00
H 2.847483 6.323353 2.473451 0.05 0.05 0.31 0.00
H 3.617142 4.041154 3.318865 -0.36 0.07 -0.45 0.00
H 3.387917 2.709105 2.275038 -0.26 -0.45 0.15 0.00
N -1.980894 0.383133 1.242564 1.02 0.60 0.24 0.00
C -3.021630 -0.341601 0.709213 -1.53 -1.97 -0.95 0.00
C -2.735112 -1.483321 -0.099762 0.05 1.73 0.65 0.00
C -3.758758 -2.188620 -0.693581 -1.08 -0.35 0.32 0.00
C -5.100556 -1.908953 -0.357625 1.55 0.59 -0.53 0.00
C -5.422357 -0.756840 0.395962 1.10 -0.89 -0.33 0.00
C -4.384023 0.004132 0.917514 0.79 0.44 -0.05 0.00
S -6.406071 -3.010215 -0.763133 -3.51 2.16 1.52 0.00
O -6.047933 -4.108128 -1.627832 0.92 -0.27 0.06 0.00
O -7.396748 -2.080319 -1.378960 0.89 -1.05 0.15 0.00
O -6.798984 -3.324549 0.638141 0.38 -0.74 -1.46 0.00
H -1.217561 -0.135314 1.688248 -0.66 0.17 0.04 0.00
H -2.252335 1.203402 1.794292 0.24 -0.48 -0.01 0.00
H -1.681972 -1.696467 -0.275647 -0.15 -0.09 -0.23 0.00
H -3.560660 -2.996681 -1.403403 -0.05 0.05 0.42 0.00
H -6.451489 -0.507094 0.602460 -0.06 -0.11 -0.06 0.00
H -4.606487 0.912290 1.496326 0.11 -0.43 -0.16 0.00
C -3.147116 0.273334 -3.629016 -0.44 -0.01 0.59 0.00
N -1.970201 0.996008 -4.051160 1.23 0.30 -0.01 0.00
C -1.003870 1.419492 -3.181753 -1.62 -0.76 1.53 0.00
N -0.016849 2.153424 -3.730601 1.04 0.61 0.16 0.00
O -1.073300 1.174492 -1.924729 0.04 0.45 -3.16 0.00
H -3.845845 0.286971 -4.462588 -0.12 -0.02 0.12 0.00
H -3.594761 0.789670 -2.753469 0.20 -0.51 -0.52 0.00
H -2.928751 -0.766235 -3.371346 -0.05 0.15 0.11 0.00
H -1.830561 1.180809 -5.047257 -0.17 -0.07 0.84 0.00
H 0.088760 2.250432 -4.727137 -0.26 0.03 0.16 0.00
H 0.412484 2.866907 -3.145097 0.03 -0.48 0.00 0.00
```
Forces are in eV/Å.

As for the multiplicity: 2. The total charge is -1. The energy relative to the best compared isomer or geometry (same formula, charge and spin) comes out at 88.0 kJ/mol. The value obtained for the gap between HOMO and LUMO (spin up / spin down) is 5.583 / 5.178 eV.